Record 1
Formula: C27H25N3O3
Source: the OMol25 dataset
Level of theory: ωB97M-V/def2-TZVPD

Total energy (eV): -39017.3435
E_LUMO (eV): -1.5
HOMO energy (eV): -6.83
Orbital gap (eV): 5.336
ΔE to the lowest compared entry with this formula, charge and spin (kJ/mol): 187.4

CARTESIAN COORDINATES (ANGSTROEM)
C (-4.145, -4.309, -0.333)
C (-3.493, -4.666, -1.520)
C (-2.134, -4.394, -1.689)
C (-1.416, -3.752, -0.673)
C (0.044, -3.434, -0.903)
N (0.535, -2.269, -0.132)
C (1.706, -2.480, 0.737)
C (2.867, -1.569, 0.443)
C (3.567, -0.987, 1.508)
C (4.596, -0.079, 1.254)
C (4.963, 0.221, -0.062)
C (4.280, -0.386, -1.122)
C (3.241, -1.289, -0.874)
C (-0.126, -1.112, -0.164)
C (0.263, 0.045, 0.534)
C (-0.614, 1.029, 0.940)
C (-0.184, 2.127, 1.774)
C (-1.064, 2.753, 2.696)
C (-0.615, 3.780, 3.525)
C (0.714, 4.228, 3.443)
C (1.589, 3.630, 2.533)
C (1.157, 2.579, 1.724)
C (-2.048, -3.450, 0.536)
C (-3.416, -3.700, 0.691)
H (-5.208, -4.512, -0.203)
H (-4.047, -5.157, -2.319)
H (-1.611, -4.657, -2.613)
H (0.678, -4.298, -0.646)
H (0.195, -3.229, -1.978)
H (1.403, -2.350, 1.791)
H (2.012, -3.532, 0.611)
H (3.274, -1.240, 2.532)
H (5.118, 0.387, 2.090)
H (5.779, 0.918, -0.261)
H (4.556, -0.165, -2.152)
H (2.710, -1.770, -1.701)
H (-1.046, -1.095, -0.762)
H (1.315, 0.142, 0.801)
H (-1.687, 0.843, 0.841)
H (-2.098, 2.395, 2.751)
H (-1.304, 4.242, 4.237)
H (1.059, 5.042, 4.083)
H (2.618, 3.978, 2.441)
H (1.851, 2.111, 1.021)
H (-1.473, -2.996, 1.350)
H (-3.899, -3.414, 1.623)
C (-0.534, 2.716, -1.615)
C (-0.951, 1.777, -2.588)
O (-0.423, 0.684, -2.848)
N (-2.101, 2.143, -3.320)
C (-2.903, 3.265, -3.136)
O (-3.918, 3.490, -3.773)
N (-2.407, 4.100, -2.141)
C (-1.267, 3.897, -1.335)
O (-1.015, 4.744, -0.468)
H (0.450, 2.602, -1.182)
H (-2.431, 1.500, -4.026)
H (-2.962, 4.925, -1.969)

Results of the natural (NBO) charge analysis, in e, for atoms 1 through 5: atom 1 (C): -0.212, atom 2 (C): -0.194, atom 3 (C): -0.198, atom 4 (C): -0.068, atom 5 (C): -0.233

Record 2
Formula: C4H3OTl
Source: the OMol25 dataset
Level of theory: ωB97M-V/def2-TZVPD

Total charge: +2
Total energy (eV): -10909.9471
E_LUMO (spin up / spin down) (eV): -11.9 / -14.0
HOMO energy (spin up / spin down) (eV): -19.71 / -19.64
Orbital gap (spin up / spin down) (eV): 7.852 / 5.626
ΔE to the lowest compared entry with this formula, charge and spin (kJ/mol): 0.0

CARTESIAN COORDINATES (ANGSTROEM)
C (-1.266, 1.379, -0.243)
C (-0.896, 0.339, -0.997)
H (-0.957, 1.236, 0.814)
H (-1.070, 0.254, -2.080)
C (-0.118, -0.961, -0.514)
C (0.574, -0.800, 0.558)
O (1.242, -0.429, 1.490)
Tl (2.482, 0.812, 2.133)
H (0.007, -1.830, -1.162)

Results of the Mulliken charge analysis, in e, for atoms 1 through 5: atom 1 (C): 0.020, atom 2 (C): -0.102, atom 3 (H): 0.226, atom 4 (H): 0.381, atom 5 (C): -0.227

Record 3
Formula: C45H39As2ClNO2PdS
Source: the OMol25 dataset
Level of theory: ωB97M-V/def2-TZVPD

Total charge: +1
Total energy (eV): -201389.7331
E_LUMO (spin up / spin down) (eV): -4.2 / -4.2
HOMO energy (spin up / spin down) (eV): -9.41 / -9.41
Orbital gap (spin up / spin down) (eV): 5.238 / 5.249
ΔE to the lowest compared entry with this formula, charge and spin (kJ/mol): 218.4

CARTESIAN COORDINATES (ANGSTROEM)
Pd (-0.853, 0.607, -0.059)
Cl (-1.763, 8.299, -0.114)
C (-1.298, 6.629, -0.078)
C (0.071, 6.302, -0.046)
C (0.474, 4.998, -0.012)
C (-0.462, 3.918, 0.000)
O (-0.028, 2.717, 0.099)
C (-1.846, 4.278, -0.073)
C (-2.867, 3.292, -0.154)
O (-2.736, 2.070, -0.288)
C (-2.232, 5.637, -0.088)
H (0.803, 7.099, -0.047)
H (1.525, 4.740, 0.023)
H (-3.898, 3.686, -0.103)
H (-3.285, 5.889, -0.125)
C (-1.498, -3.198, 0.277)
C (-2.756, -2.543, 0.821)
As (-2.990, -0.752, 0.009)
C (-3.001, -1.253, -1.873)
C (-3.812, -2.291, -2.326)
C (-3.807, -2.653, -3.664)
C (-3.000, -1.969, -4.562)
C (-2.197, -0.927, -4.122)
C (-2.192, -0.574, -2.781)
C (-4.879, -0.453, 0.339)
C (-5.753, -0.118, -0.688)
C (-7.101, 0.054, -0.412)
C (-7.569, -0.084, 0.887)
C (-6.691, -0.382, 1.920)
C (-5.344, -0.561, 1.647)
As (-0.046, -1.859, 0.124)
C (0.362, -1.581, 2.027)
C (1.445, -2.187, 2.656)
C (1.691, -1.980, 4.006)
C (0.862, -1.159, 4.751)
C (-0.201, -0.521, 4.129)
C (-0.442, -0.722, 2.779)
C (1.424, -2.990, -0.481)
C (1.755, -4.170, 0.177)
C (2.813, -4.940, -0.279)
C (3.525, -4.551, -1.405)
C (3.175, -3.397, -2.088)
C (2.127, -2.618, -1.623)
H (-1.666, -3.581, -0.732)
H (-1.176, -4.030, 0.903)
H (-2.678, -2.418, 1.903)
H (-3.645, -3.143, 0.624)
H (-4.457, -2.812, -1.627)
H (-4.434, -3.465, -4.006)
H (-3.004, -2.244, -5.608)
H (-1.580, -0.386, -4.829)
H (-1.575, 0.252, -2.443)
H (-5.383, -0.003, -1.699)
H (-7.786, 0.300, -1.212)
H (-8.621, 0.053, 1.098)
H (-7.054, -0.469, 2.935)
H (-4.651, -0.789, 2.450)
H (2.122, -2.806, 2.087)
H (2.543, -2.460, 4.469)
H (1.042, -1.004, 5.807)
H (-0.850, 0.131, 4.699)
H (-1.275, -0.191, 2.331)
H (1.187, -4.495, 1.040)
H (3.077, -5.848, 0.245)
H (4.348, -5.159, -1.758)
H (3.711, -3.108, -2.983)
H (1.838, -1.721, -2.161)
N (1.417, 0.449, -0.138)
S (2.325, 1.561, 0.587)
C (3.679, 0.586, 1.303)
C (3.999, 0.764, 2.637)
C (4.909, -0.098, 3.237)
C (5.480, -1.126, 2.504)
C (5.181, -1.271, 1.153)
C (4.274, -0.417, 0.552)
C (3.258, 2.323, -0.761)
C (4.576, 2.716, -0.578)
C (5.295, 3.184, -1.667)
C (4.697, 3.261, -2.917)
C (3.362, 2.920, -3.075)
C (2.631, 2.458, -1.990)
H (1.754, 0.216, -1.065)
H (3.528, 1.554, 3.210)
H (5.154, 0.024, 4.284)
H (6.155, -1.822, 2.984)
H (5.648, -2.052, 0.566)
H (4.021, -0.544, -0.493)
H (5.043, 2.642, 0.395)
H (6.328, 3.476, -1.538)
H (5.275, 3.592, -3.770)
H (2.889, 3.008, -4.044)
H (1.581, 2.211, -2.093)

Results of the Mulliken charge analysis, in e, for atoms 1 through 5: atom 1 (Pd): -0.016, atom 2 (Cl): -0.228, atom 3 (C): 0.096, atom 4 (C): -0.790, atom 5 (C): -0.389

Record 4
Formula: C45H102N4O7
Source: the OMol25 dataset
Level of theory: ωB97M-V/def2-TZVPD

Total energy (eV): -68609.4608
E_LUMO (eV): 0.2
HOMO energy (eV): -7.67
Structure (SMILES): CCN(CC)CC.CCN(CC)CC.CCN(CC)CC.CCN(CC)CC.CC(C)=O.CC(C)=O.CC(C)=O.CC(C)=O.CC(C)=O.CC(C)=O.CC(C)=O
Orbital gap (eV): 7.911

CARTESIAN COORDINATES (ANGSTROEM)
C (2.241, 5.095, 4.887)
C (1.014, 5.924, 4.815)
N (0.769, 6.493, 3.514)
C (0.278, 5.670, 2.438)
C (-0.827, 4.720, 2.835)
C (1.789, 7.460, 3.063)
C (2.069, 8.569, 4.112)
H (2.352, 4.405, 4.040)
H (2.329, 4.465, 5.781)
H (3.202, 5.629, 4.898)
H (0.170, 5.300, 5.103)
H (1.044, 6.765, 5.502)
H (-0.203, 6.390, 1.763)
H (1.056, 5.145, 1.849)
H (-1.296, 4.339, 1.916)
H (-0.512, 3.784, 3.298)
H (-1.594, 5.235, 3.407)
H (1.386, 7.914, 2.157)
H (2.733, 6.902, 2.879)
H (1.138, 8.898, 4.576)
H (2.552, 9.418, 3.617)
H (2.793, 8.277, 4.876)
C (7.149, 3.559, -3.248)
C (6.485, 3.605, -1.868)
N (6.335, 2.299, -1.255)
C (5.561, 2.290, -0.032)
C (4.225, 2.975, -0.185)
C (7.630, 1.689, -1.041)
C (7.587, 0.299, -0.425)
H (6.930, 4.491, -3.771)
H (6.681, 2.752, -3.819)
H (8.226, 3.423, -3.223)
H (6.989, 4.348, -1.201)
H (5.488, 4.042, -1.972)
H (5.272, 1.276, 0.223)
H (6.050, 2.780, 0.833)
H (3.716, 2.871, 0.776)
H (4.301, 4.047, -0.357)
H (3.668, 2.516, -0.999)
H (8.271, 2.320, -0.385)
H (8.199, 1.590, -1.969)
H (8.604, -0.106, -0.396)
H (6.943, -0.385, -0.972)
H (7.325, 0.323, 0.636)
C (-0.216, 0.304, -4.649)
C (-0.419, 0.226, -6.174)
N (-1.378, -0.730, -6.635)
C (-2.795, -0.496, -6.477)
C (-3.106, 1.004, -6.353)
C (-0.958, -2.119, -6.540)
C (-1.834, -3.088, -7.291)
H (0.354, 1.201, -4.387)
H (0.287, -0.578, -4.251)
H (-1.184, 0.390, -4.146)
H (-0.641, 1.213, -6.597)
H (0.534, 0.022, -6.687)
H (-3.278, -0.874, -7.380)
H (-3.101, -1.035, -5.566)
H (-4.171, 1.227, -6.292)
H (-2.656, 1.375, -5.430)
H (-2.734, 1.535, -7.231)
H (-0.995, -2.454, -5.467)
H (0.092, -2.238, -6.822)
H (-1.332, -4.060, -7.399)
H (-2.100, -2.795, -8.312)
H (-2.756, -3.355, -6.766)
C (-1.619, -2.767, 1.878)
C (-0.343, -2.006, 1.774)
N (-0.531, -0.554, 1.597)
C (-1.198, -0.196, 0.338)
C (-0.640, -0.743, -0.958)
C (0.798, 0.104, 1.675)
C (0.632, 1.544, 2.070)
H (-2.076, -2.982, 0.913)
H (-2.349, -2.221, 2.476)
H (-1.442, -3.732, 2.365)
H (0.334, -2.250, 2.595)
H (0.248, -2.419, 0.918)
H (-1.234, 0.893, 0.370)
H (-2.250, -0.502, 0.332)
H (-0.589, -1.830, -0.958)
H (0.350, -0.364, -1.228)
H (-1.301, -0.409, -1.760)
H (1.431, -0.452, 2.360)
H (1.271, 0.065, 0.685)
H (0.178, 1.713, 3.031)
H (1.607, 2.047, 2.080)
H (0.067, 2.023, 1.272)
C (1.062, 1.818, 5.818)
C (0.391, 0.543, 6.272)
C (-0.009, -0.409, 5.166)
O (0.275, 0.279, 7.430)
H (0.655, 2.151, 4.880)
H (2.148, 1.715, 5.877)
H (0.896, 2.546, 6.620)
H (0.923, -0.667, 4.657)
H (-0.644, 0.122, 4.441)
H (-0.622, -1.245, 5.484)
C (-6.423, -1.771, 2.121)
C (-5.192, -0.956, 1.741)
C (-4.420, -0.244, 2.836)
O (-4.933, -0.734, 0.575)
H (-6.479, -1.919, 3.200)
H (-6.398, -2.722, 1.595)
H (-7.318, -1.236, 1.805)
H (-4.203, -0.872, 3.697)
H (-5.033, 0.604, 3.154)
H (-3.491, 0.123, 2.394)
C (0.557, -6.392, 1.797)
C (1.361, -7.229, 0.825)
C (2.365, -6.495, -0.014)
O (1.171, -8.427, 0.704)
H (1.250, -5.832, 2.439)
H (-0.030, -7.003, 2.473)
H (-0.073, -5.688, 1.249)
H (1.903, -5.853, -0.759)
H (2.976, -7.251, -0.511)
H (3.054, -5.920, 0.608)
C (-4.774, -4.796, 3.000)
C (-4.202, -5.885, 2.129)
C (-2.883, -6.461, 2.616)
O (-4.643, -6.220, 1.065)
H (-4.552, -5.052, 4.031)
H (-5.829, -4.610, 2.855)
H (-4.208, -3.895, 2.728)
H (-2.744, -7.387, 2.049)
H (-2.967, -6.826, 3.647)
H (-2.037, -5.806, 2.491)
C (-5.687, -3.790, -2.940)
C (-4.239, -3.809, -2.486)
C (-3.963, -4.153, -1.068)
O (-3.349, -3.628, -3.234)
H (-6.250, -3.094, -2.320)
H (-6.087, -4.799, -2.879)
H (-5.682, -3.422, -3.966)
H (-3.405, -3.347, -0.604)
H (-3.489, -5.132, -1.020)
H (-4.880, -4.246, -0.483)
C (-4.829, 1.331, -3.202)
C (-4.336, 2.342, -2.200)
C (-3.970, 1.809, -0.840)
O (-4.409, 3.525, -2.401)
H (-5.743, 0.898, -2.765)
H (-4.131, 0.521, -3.381)
H (-5.173, 1.807, -4.118)
H (-3.455, 2.614, -0.311)
H (-3.230, 1.019, -0.922)
H (-4.881, 1.494, -0.356)
C (4.692, -1.124, -2.903)
C (4.328, -1.715, -1.554)
C (3.427, -0.903, -0.616)
O (4.830, -2.755, -1.186)
H (4.358, -1.800, -3.697)
H (5.764, -0.961, -2.979)
H (4.190, -0.176, -3.105)
H (3.768, -1.009, 0.408)
H (2.387, -1.185, -0.797)
H (3.490, 0.152, -0.903)

Results of the Mulliken charge analysis, in e, for atoms 1 through 5: atom 1 (C): -0.788, atom 2 (C): -0.754, atom 3 (N): 0.074, atom 4 (C): -0.164, atom 5 (C): -1.032